(1)
Below is the ion C2H6N5 with charge +1, with properties calculated with wB97M-V/def2-TZVPD.

Atoms and positions in Å:
H -2.158 -1.843 -0.241
N -2.506 -0.881 -0.056
C -1.423 -0.284 0.018
N -1.334 1.090 0.016
N -0.284 1.738 -0.097
C 0.986 1.222 -0.221
N 1.059 -0.274 0.383
N -0.020 -1.013 -0.169
H 1.300 1.265 -1.294
H 1.576 1.808 0.318
H 1.920 -0.723 0.160
H 0.816 -0.080 1.362
H 0.067 -2.024 -0.179

The orbital gap comes out at 9.1 eV. As for the SMILES: [H]/N=C1/N=NC[NH2+]N1. As for the energy above the lowest of the compared OMol25 structures with the same formula, charge and spin: 5.014 eV. The strongest force on any atom is 0.097 hartree/bohr. The net charge is +1. As for the total energy: -353.16107 a.u. The HOMO energy is -14.517 eV. The LUMO energy is -5.415 eV.


(2)
Below is a cluster of 3 separate species, C3H8NO3 in total, with properties calculated with wB97M-V/def2-TZVPD.

Atoms and positions in Å:
C -0.712 0.034 0.660
N -1.430 -1.078 0.562
C -2.011 -1.346 -0.654
O -2.004 -0.611 -1.618
O 3.733 -0.719 0.100
C 0.770 -0.021 0.088
H -0.543 0.433 1.662
H -1.013 0.996 0.034
H -2.438 -2.359 -0.682
H 0.777 -0.624 -0.815
H 1.210 0.960 -0.030
H 1.365 -0.558 0.835
H 4.679 -0.551 -0.002
H -1.585 2.973 -0.202
O -0.799 2.470 0.062

The orbital gap comes out at 3.2 eV. As for the energy above the lowest of the compared OMol25 structures with the same formula, charge and spin: 8.011 eV. The strongest force on any atom is 0.092 hartree/bohr. The net charge is -1. As for the total energy: -399.38342 a.u. The HOMO energy is -3.034 eV. The LUMO energy is 0.196 eV.


(3)
Below is a structure of composition C42H59GeN4O3Sc, with properties calculated with wB97M-V/def2-TZVPD.

Atoms and positions in Å:
Sc -1.029 0.630 0.193
C -5.485 1.795 0.771
C -4.089 2.323 1.070
C -3.836 3.631 0.348
C -3.865 2.448 2.564
O -3.120 1.319 0.530
Ge -3.633 -0.319 -0.001
O -2.404 -0.159 -1.343
C -2.523 -1.064 -2.536
C -2.413 -0.197 -3.774
C -1.429 -2.115 -2.450
C -3.904 -1.703 -2.482
O -2.330 -1.047 1.040
C -2.632 -2.233 1.895
C -3.108 -1.714 3.236
C -1.374 -3.081 2.016
C -3.714 -3.043 1.199
H -6.249 2.512 1.073
H -5.623 1.627 -0.304
H -5.689 0.873 1.332
H -4.532 4.385 0.717
H -2.824 3.989 0.536
H -3.986 3.529 -0.728
H -4.672 3.035 3.003
H -3.863 1.469 3.047
H -2.928 2.957 2.781
H -1.418 0.228 -3.876
H -2.603 -0.802 -4.661
H -3.152 0.606 -3.755
H -0.445 -1.679 -2.623
H -1.431 -2.606 -1.473
H -1.594 -2.880 -3.208
H -4.690 -0.939 -2.488
H -4.076 -2.329 -3.358
H -4.016 -2.363 -1.614
H -2.357 -1.061 3.686
H -4.044 -1.155 3.143
H -3.287 -2.541 3.923
H -0.683 -2.674 2.747
H -1.649 -4.082 2.347
H -0.866 -3.171 1.055
H -4.631 -2.448 1.058
H -3.372 -3.425 0.235
H -4.004 -3.897 1.809
C 4.698 -1.887 3.945
C 4.029 -2.759 2.871
C 5.075 -3.171 1.837
C 3.439 -4.021 3.523
C 2.888 -1.974 2.247
C 1.839 -1.489 3.033
C 0.814 -0.793 2.445
N 0.745 -0.512 1.133
C 1.746 -0.974 0.365
C 2.807 -1.696 0.887
C 1.672 -0.600 -1.065
C 2.549 -1.106 -2.002
C 2.526 -0.666 -3.328
C 1.587 0.318 -3.619
C 0.722 0.755 -2.637
N 0.718 0.304 -1.376
C 3.514 -1.214 -4.341
C 3.479 -2.749 -4.318
C 3.196 -0.727 -5.755
C 4.915 -0.724 -3.935
H 5.512 -2.447 4.406
H 4.007 -1.604 4.740
H 5.119 -0.977 3.512
H 5.865 -3.731 2.336
H 5.543 -2.307 1.359
H 4.658 -3.822 1.066
H 4.241 -4.592 3.991
H 2.959 -4.662 2.781
H 2.711 -3.781 4.299
H 1.813 -1.658 4.100
H -0.012 -0.463 3.053
H 3.600 -2.023 0.235
H 3.276 -1.847 -1.710
H 1.510 0.747 -4.608
H -0.006 1.509 -2.883
H 2.484 -3.129 -4.560
H 3.783 -3.162 -3.355
H 4.174 -3.134 -5.064
H 2.184 -0.995 -6.064
H 3.886 -1.195 -6.456
H 3.320 0.353 -5.857
H 5.203 -1.092 -2.949
H 4.968 0.366 -3.927
H 5.648 -1.092 -4.654
C 0.039 2.826 4.146
C -0.530 1.949 3.220
N -0.471 2.131 1.909
C 0.086 3.288 1.462
C 0.689 4.221 2.307
C 0.684 3.946 3.687
C 1.215 5.443 1.759
C 1.027 5.752 0.460
C 0.302 4.860 -0.405
C -0.092 5.209 -1.711
C -0.889 4.352 -2.430
C -1.224 3.117 -1.869
N -0.806 2.733 -0.673
C -0.102 3.615 0.077
H -0.041 2.612 5.203
H -1.071 1.080 3.571
H 1.146 4.643 4.376
H 1.725 6.129 2.422
H 1.383 6.690 0.056
H 0.202 6.167 -2.121
H -1.253 4.611 -3.414
H -1.851 2.417 -2.411

The orbital gap (spin up / spin down) comes out at 8.1 / 5.4 eV. Its expectation value of S² is 0.75. Its spin multiplicity is 2. As for the energy above the lowest of the compared OMol25 structures with the same formula, charge and spin: 0.836 eV. The strongest force on any atom is 0.032 hartree/bohr. The net charge is +3. As for the total energy: -4917.61762 a.u. The HOMO energy (spin up / spin down) is -16.544 / -16.544 eV. The LUMO energy (spin up / spin down) is -8.404 / -11.099 eV.


(4)
Below is an isolated molecule of C5H10ClNO, with properties calculated with wB97M-V/def2-TZVPD.

Atoms and positions in Å:
C -0.389 1.418 -1.342
C -1.186 0.161 -1.126
C -0.264 -0.571 1.044
C 1.507 1.093 0.073
C 0.453 -1.583 1.692
N 0.987 1.007 -1.200
O -0.544 -0.758 -0.258
Cl 1.479 2.709 0.887
H -0.615 1.919 -2.266
H -0.535 2.102 -0.471
H -2.169 0.449 -0.585
H -1.430 -0.404 -2.088
H -0.786 0.200 1.647
H 2.496 0.770 0.313
H 0.878 -1.296 2.680
H 1.319 -1.965 1.079
H -0.185 -2.477 1.931
H 1.296 0.010 -1.439

The orbital gap (spin up / spin down) comes out at 7.5 / 7.7 eV. As for the energy above the lowest of the compared OMol25 structures with the same formula, charge and spin: 4.655 eV. The strongest force on any atom is 0.090 hartree/bohr. The net charge is 0. As for the total energy: -786.54130 a.u. The HOMO energy (spin up / spin down) is -6.582 / -6.806 eV. The LUMO energy (spin up / spin down) is 0.909 / 0.906 eV.


(5)
Below is a cluster of 14 separate species, C19H66N18O19 in total, with properties calculated with wB97M-V/def2-TZVPD.

Atoms and positions in Å:
C -1.007 -1.849 -5.780
O -0.208 -1.158 -6.437
N -1.707 -1.445 -4.732
N -1.241 -3.135 -6.080
H -1.769 -0.502 -4.376
H -2.273 -2.168 -4.312
H -1.817 -3.620 -5.407
H -0.654 -3.669 -6.705
C -2.154 5.872 -0.576
O -3.125 6.544 -0.747
N -0.957 6.334 -0.195
N -2.113 4.591 -0.643
H -0.986 7.305 0.079
H -0.211 5.693 0.036
H -2.976 4.088 -0.790
H -1.257 4.069 -0.520
C 0.824 -0.587 5.856
O -0.099 -0.542 6.637
N 2.093 -0.432 6.201
N 0.686 -0.867 4.622
H 2.657 -0.640 5.389
H 2.245 -0.223 7.177
H 1.564 -0.643 4.176
H -0.228 -0.684 4.232
C -3.211 -2.859 0.383
O -3.963 -2.308 1.091
N -2.006 -3.095 0.683
N -3.557 -3.338 -0.714
H -1.287 -3.591 0.176
H -1.713 -2.339 1.286
H -2.830 -3.788 -1.252
H -4.525 -3.347 -1.002
C 5.461 2.360 -2.102
O 6.093 2.388 -3.165
N 6.038 2.382 -0.950
N 4.180 2.461 -2.011
H 5.441 2.349 -0.136
H 7.033 2.490 -0.818
H 3.560 2.610 -2.795
H 3.639 2.312 -1.171
C 1.261 3.830 1.524
O 1.989 3.332 0.660
N 1.363 4.985 2.165
N 0.327 3.172 1.995
H 2.188 5.532 1.962
H 0.737 5.228 2.918
H 0.298 2.266 1.550
H -0.435 3.499 2.572
C -2.450 -2.130 4.230
O -1.671 -1.719 3.362
N -2.132 -2.036 5.463
N -3.583 -2.832 4.023
H -1.269 -1.564 5.692
H -2.671 -2.569 6.130
H -3.978 -2.870 3.094
H -4.170 -3.036 4.819
C -1.845 1.907 -4.050
O -1.207 2.091 -5.101
N -1.620 2.368 -2.845
N -2.819 1.130 -4.018
H -2.492 2.437 -2.340
H -0.884 3.059 -2.864
H -3.171 0.786 -4.900
H -3.446 1.045 -3.230
C 0.088 -5.021 -1.584
O -0.089 -3.884 -1.105
N -0.239 -6.073 -0.910
N 0.477 -5.444 -2.735
H -0.344 -6.960 -1.382
H -0.519 -5.848 0.034
H 0.597 -4.772 -3.479
H 0.640 -6.413 -2.968
C 1.804 1.280 -6.177
C 1.860 0.716 -4.767
O 2.211 1.503 -3.695
O 1.017 2.432 -6.330
H 1.688 0.506 -6.936
H 2.790 1.714 -6.345
H 2.455 -0.197 -4.744
H 0.885 0.251 -4.619
H 1.788 1.112 -2.927
H 0.186 2.226 -5.894
C 0.905 -4.194 2.191
C 1.613 -2.941 1.644
O 2.132 -3.355 0.382
O 1.842 -5.231 2.554
H 0.102 -4.594 1.572
H 0.353 -3.966 3.102
H 2.458 -2.524 2.192
H 0.938 -2.090 1.550
H 1.428 -3.612 -0.218
H 2.683 -5.096 2.110
C 3.708 0.492 2.498
C 3.976 1.959 2.824
O 4.407 2.711 1.742
O 3.501 -0.142 3.747
H 4.740 0.167 2.365
H 2.988 0.256 1.714
H 4.697 2.091 3.631
H 3.088 2.479 3.184
H 3.607 3.078 1.359
H 4.334 -0.251 4.213
C -4.905 1.239 1.397
C -3.594 1.663 2.086
O -2.578 0.660 2.373
O -5.553 0.248 2.129
H -4.543 1.041 0.388
H -5.569 2.099 1.304
H -3.804 2.242 2.985
H -3.063 2.309 1.387
H -2.960 -0.179 2.645
H -5.485 -0.519 1.556
C 0.266 -0.258 -1.162
C -0.707 0.385 -0.158
O -0.078 0.425 1.166
O 1.492 0.489 -1.197
H -0.137 -0.290 -2.174
H 0.306 -1.320 -0.920
H -1.624 -0.200 -0.086
H -0.957 1.425 -0.369
H -0.832 0.366 1.757
H 1.572 0.878 -0.323

The orbital gap (spin up / spin down) comes out at 2.0 / 8.0 eV. Its expectation value of S² is 0.75. Its spin multiplicity is 2. The strongest force on any atom is 0.167 hartree/bohr. The net charge is -1. As for the total energy: -3178.79112 a.u. The HOMO energy (spin up / spin down) is -0.514 / -6.534 eV. The LUMO energy (spin up / spin down) is 1.462 / 1.454 eV.